No. 1
Below is a 3-piece molecular cluster, C11H20N3P overall in a non-equilibrium geometry, with properties calculated with ωB97M-V with the def2-TZVPD basis set.

CARTESIAN COORDINATES (ANGSTROEM)
1 C 1.5311 0.4893 -1.9403
2 N 0.1103 0.3677 -2.0308
3 P -0.7593 0.5574 -0.7634
4 N -2.2734 0.2303 -1.3938
5 C -2.6954 -0.0928 -2.7661
6 C -3.2878 0.1965 -0.4041
7 H 1.9689 0.8109 -2.8489
8 H 2.0303 -0.6017 -1.8153
9 H 1.9528 1.2039 -1.2797
10 H -3.7423 0.3570 -2.8859
11 H -1.8397 0.2343 -3.4739
12 H -2.8146 -1.1926 -2.8489
13 H -4.1597 0.9102 -0.7411
14 H -3.5937 -0.8525 -0.2622
15 H -2.8329 0.7304 0.4927
16 C 1.3993 1.5444 3.6369
17 C 2.4257 1.5838 2.5908
18 C 2.1747 2.4110 1.4400
19 C 0.8599 2.9386 1.2603
20 C 0.0232 3.0191 2.3344
21 C 0.2846 2.2931 3.4739
22 H 1.6973 1.2470 4.6225
23 H 3.4863 1.2390 2.6620
24 H 2.7183 2.1898 0.4566
25 H 0.7230 3.6184 0.3857
26 H -0.9707 3.4435 2.1302
27 H -0.2535 2.3432 4.4428
28 C 1.8954 -3.3125 -0.4015
29 N 0.9462 -3.6055 0.3729
30 C 1.1877 -3.3462 1.7793
31 H 2.8767 -2.8276 -0.1772
32 H 1.9899 -3.5106 -1.4190
33 H 0.1172 -3.3307 2.2138
34 H 1.5956 -4.0651 2.4889
35 H 1.7642 -2.3926 2.0906

lowest unoccupied orbital energy = 0.0249 Ha
structure (SMILES) = C/N=P/N(C)C.c1ccccc1.C=NC
gap between HOMO and LUMO = 9.04 eV
HOMO level = -8.36 eV
strongest force on any atom = 4.6 eV Å⁻¹
spin multiplicity = 1

=====

No. 2
Below is C11H20N4PPm as an isolated structure in a non-equilibrium geometry, with properties calculated with ωB97M-V with the def2-TZVPD basis set.

CARTESIAN COORDINATES (ANGSTROEM)
1 C -0.6031 -1.2207 -3.5890
2 C -0.8671 -0.4254 -4.7052
3 C -0.6496 0.9638 -4.7745
4 C -0.0995 1.7127 -3.7117
5 C 0.2217 1.1108 -2.5028
6 Pm -0.2845 -0.6134 -1.7601
7 P -0.0996 -2.8400 -0.9724
8 H -0.8695 -2.2882 -3.7010
9 H -1.2406 -0.9200 -5.6146
10 H -0.8611 1.4757 -5.7221
11 H 0.8243 1.6988 -1.7761
12 H 0.1664 2.7620 -3.9053
13 H 1.1380 -3.2059 -0.3658
14 H -0.1293 -3.8897 -1.9385
15 H -0.9141 -3.5215 -0.0113
16 C 0.2261 1.5797 0.7811
17 N 0.1180 0.1195 0.5699
18 C -1.0790 -0.3953 1.2857
19 N -1.0227 -0.0824 2.7250
20 C -0.9225 1.3783 2.8942
21 N 0.2902 1.8897 2.2251
22 C 1.4755 1.2279 2.8065
23 N 1.3865 -0.2334 2.6272
24 C 1.2918 -0.5520 1.1861
25 C 0.1712 -0.7248 3.3037
26 H -0.6448 2.0970 0.3203
27 H 1.1435 1.9781 0.3003
28 H -1.1895 -1.4894 1.1571
29 H -1.9975 0.0480 0.8401
30 H -0.9004 1.6334 3.9776
31 H -1.8289 1.8736 2.4791
32 H 2.4045 1.6141 2.3319
33 H 1.5577 1.4735 3.8897
34 H 1.2405 -1.6459 1.0845
35 H 2.2228 -0.2361 0.6653
36 H 0.2265 -0.5211 4.3966
37 H 0.0967 -1.8322 3.2039

relative energy (zero: lowest compared OMol25 entry of this formula, charge and spin) = 586.3 kJ/mol
lowest unoccupied orbital energy (alpha / beta) = -0.0035 / -0.0036 Ha
gap between HOMO and LUMO (alpha / beta) = 5.51 / 5.58 eV
HOMO level (alpha / beta) = -5.61 / -5.68 eV
strongest force on any atom = 7.8 eV Å⁻¹
spin multiplicity = 5

=====

No. 3
Below is C11H20NO4PSTc as an isolated structure in a non-equilibrium geometry, with properties calculated with ωB97M-V with the def2-TZVPD basis set.

CARTESIAN COORDINATES (ANGSTROEM)
1 Tc 1.3117 -0.1416 -0.2359
2 O 3.1766 -0.1416 -0.2793
3 N 3.8300 -0.0972 0.9402
4 C 5.2019 -0.0603 0.9734
5 C 5.8734 -0.0143 2.2494
6 C 5.1359 -0.0089 3.3730
7 C 3.6819 -0.0491 3.2907
8 C 3.0307 -0.0927 2.0960
9 S 1.2683 -0.1416 1.9878
10 H 5.7130 -0.0678 0.0232
11 H 6.9513 0.0144 2.2623
12 H 5.5859 0.0247 4.3535
13 H 3.1163 -0.0436 4.2124
14 C -3.9041 1.4414 0.9559
15 C -3.3868 0.0230 0.7881
16 O -2.6133 -0.0612 -0.4053
17 P -1.0065 -0.1416 -0.2359
18 O -0.5818 0.4334 -1.6870
19 C -0.6996 1.8365 -1.9039
20 C -1.8594 2.1157 -2.8452
21 O -0.8075 -1.7254 -0.4984
22 C -1.2465 -2.3399 -1.7067
23 C -2.5077 -3.1499 -1.4603
24 H -4.5418 1.5208 1.8408
25 H -4.4806 1.7470 0.0765
26 H -3.0752 2.1498 1.0555
27 H -4.2370 -0.6587 0.6748
28 H -2.8366 -0.2967 1.6830
29 H 0.2312 2.1697 -2.3766
30 H -0.8113 2.4097 -0.9744
31 H -1.7516 1.5432 -3.7722
32 H -1.9120 3.1802 -3.0905
33 H -2.8110 1.8165 -2.3946
34 H -0.4480 -3.0207 -2.0211
35 H -1.4050 -1.6368 -2.5336
36 H -2.3755 -3.8285 -0.6110
37 H -2.7678 -3.7361 -2.3464
38 H -3.3525 -2.4976 -1.2218
39 H 1.3117 1.5266 -0.2359

relative energy (zero: lowest compared OMol25 entry of this formula, charge and spin) = 0.0 kJ/mol
total charge = +1
lowest unoccupied orbital energy (alpha / beta) = -0.1271 / -0.1405 Ha
gap between HOMO and LUMO (alpha / beta) = 7.81 / 7.00 eV
HOMO level (alpha / beta) = -11.27 / -10.83 eV
strongest force on any atom = 4.2 eV Å⁻¹
spin multiplicity = 3

=====

Q: Which value of spin multiplicity does entry 2 give?
A: 5